{"formula": "C15H27BrCl2INO2Pt", "method": "the ωB97M-V functional and the def2-TZVPD basis", "elements": ["C", "C", "C", "C", "N", "C", "O", "O", "C", "C", "C", "C", "Br", "C", "C", "C", "I", "C", "Cl", "C", "C", "Cl", "H", "H", "H", "H", "H", "H", "H", "H", "H", "H", "H", "H", "H", "H", "H", "H", "H", "H", "H", "H", "H", "H", "H", "H", "H", "H", "H", "Pt"], "positions_angstrom": [[-3.946, 0.600, -2.009], [-2.609, 0.100, -2.597], [-2.400, -1.403, -2.491], [-2.508, -1.954, -1.045], [-2.103, -0.942, -0.055], [-1.478, -1.466, 1.089], [-1.734, -2.567, 1.545], [-0.569, -0.695, 1.772], [0.393, 0.106, 1.059], [-0.374, 1.385, 0.644], [0.453, 2.617, 0.258], [-0.149, 3.262, -0.999], [0.318, 3.973, 1.671], [0.999, -0.546, -0.163], [1.989, -1.685, 0.112], [2.155, -2.575, -1.157], [1.466, -2.938, 1.759], [1.428, 0.546, 2.139], [1.338, -0.651, 3.536], [2.911, 0.799, 1.754], [3.936, -0.196, 2.313], [3.362, 2.359, 2.541], [-3.773, 1.264, -1.166], [-4.506, 1.142, -2.755], [-4.550, -0.217, -1.625], [-2.609, 0.339, -3.657], [-1.782, 0.663, -2.173], [-1.380, -1.618, -2.805], [-3.120, -1.940, -3.097], [-3.548, -2.203, -0.862], [-1.899, -2.845, -0.993], [-2.903, -0.404, 0.258], [-1.043, 1.165, -0.179], [-1.001, 1.643, 1.491], [1.485, 2.408, 0.005], [0.027, 2.615, -1.853], [0.317, 4.230, -1.133], [-1.203, 3.459, -0.837], [1.566, 0.200, -0.717], [0.240, -0.867, -0.867], [2.973, -1.291, 0.301], [1.816, -2.015, -2.019], [1.595, -3.497, -1.048], [3.197, -2.837, -1.280], [1.063, 1.479, 2.582], [3.055, 0.962, 0.697], [3.707, -1.226, 2.079], [4.117, -0.019, 3.363], [4.870, 0.028, 1.806], [0.416, 1.254, 4.808]], "nbo_charge": [-0.6257, -0.4030, -0.3953, -0.2235, -0.7225, 0.9026, -0.5392, -0.5831, 0.2669, -0.4864, -0.2409, -0.6193, 0.0315, -0.5167, -0.3060, -0.6288, 0.6425, -0.1853, 0.2583, -0.2465, -0.6463, 0.0068, 0.1929, 0.2422, 0.2045, 0.2295, 0.1768, 0.1902, 0.2341, 0.2094, 0.2157, 0.4202, 0.2801, 0.2352, 0.2081, 0.2224, 0.2436, 0.2272, 0.2545, 0.2768, 0.2268, 0.2438, 0.2327, 0.2486, 0.2548, 0.2527, 0.2090, 0.2484, 0.2655, 0.8144], "lumo_ev": -11.73, "homo_energy_ev": -15.32, "gap_ha": 0.1320, "total_energy_ha": -4703.5212, "total_charge": 2}



{"formula": "C15H27CaN4PS", "method": "the ωB97M-V functional and the def2-TZVPD basis", "elements": ["Ca", "C", "C", "N", "N", "C", "N", "S", "C", "C", "C", "C", "C", "N", "H", "H", "H", "H", "H", "H", "H", "H", "H", "H", "C", "H", "H", "C", "C", "P", "C", "C", "C", "C", "H", "H", "H", "H", "H", "H", "H", "H", "H", "H", "H", "H", "H", "H", "H"], "positions_angstrom": [[10.711, 7.464, 4.282], [9.539, 11.851, 5.272], [9.512, 10.419, 4.733], [10.666, 9.743, 4.557], [11.893, 10.464, 4.798], [13.071, 9.865, 4.436], [14.041, 10.822, 4.311], [13.379, 8.171, 4.280], [8.266, 9.704, 4.527], [6.938, 10.318, 4.446], [5.823, 9.535, 4.519], [5.925, 8.162, 4.651], [7.185, 7.594, 4.607], [8.304, 8.311, 4.495], [10.273, 11.922, 6.082], [8.518, 12.010, 5.625], [9.770, 12.556, 4.443], [11.893, 11.501, 4.665], [13.768, 11.792, 4.260], [14.902, 10.530, 3.878], [6.827, 11.417, 4.474], [4.906, 10.081, 4.695], [5.050, 7.468, 4.672], [7.328, 6.489, 4.629], [9.726, 5.396, 3.847], [10.231, 4.803, 3.043], [8.912, 4.710, 4.166], [13.754, 6.275, 7.493], [12.495, 5.477, 7.802], [10.999, 6.146, 7.007], [9.555, 5.078, 7.556], [9.766, 3.624, 7.940], [10.752, 7.670, 8.175], [10.751, 7.344, 9.691], [14.656, 5.819, 7.969], [13.713, 7.243, 7.929], [13.864, 6.370, 6.414], [12.181, 5.536, 8.900], [12.629, 4.455, 7.612], [8.842, 5.125, 6.771], [9.158, 5.655, 8.398], [10.198, 3.027, 7.116], [8.843, 3.123, 8.190], [10.435, 3.469, 8.813], [9.747, 7.977, 7.861], [11.485, 8.375, 7.828], [10.258, 8.095, 10.308], [11.790, 7.132, 10.110], [10.150, 6.430, 9.772]], "nbo_charge": [1.6626, -0.6820, 0.1836, -0.5310, -0.4386, 0.3205, -0.7950, -0.3766, 0.0525, -0.2369, -0.2044, -0.3319, 0.0681, -0.5812, 0.2208, 0.2418, 0.2116, 0.3725, 0.3852, 0.4167, 0.2030, 0.2119, 0.2178, 0.2126, -1.1088, 0.1287, 0.1311, -0.6099, -0.7191, 0.7406, -0.6881, -0.6135, -0.6773, -0.6288, 0.2135, 0.2040, 0.2212, 0.2134, 0.2296, 0.2419, 0.2099, 0.2139, 0.2166, 0.2024, 0.2245, 0.2215, 0.2196, 0.2080, 0.2019], "lumo_ev": -0.88, "homo_energy_ev": -4.05, "gap_ha": 0.1165, "total_energy_ha": -2223.7535, "total_charge": 0}



{"formula": "C15H27Cl4O4RuSbSe4Si4", "method": "the ωB97M-V functional and the def2-TZVPD basis", "elements": ["Ru", "Cl", "C", "C", "Cl", "C", "Cl", "C", "O", "C", "O", "C", "Cl", "Se", "Sb", "Se", "Se", "Se", "O", "O", "C", "Si", "C", "C", "Si", "Si", "C", "C", "C", "Si", "C", "C", "C", "H", "H", "H", "H", "H", "H", "H", "H", "H", "H", "H", "H", "H", "H", "H", "H", "H", "H", "H", "H", "H", "H", "H", "H", "H", "H", "H"], "positions_angstrom": [[0.429, 1.678, -0.523], [4.167, -4.763, 2.003], [3.274, -3.309, 2.192], [2.178, -3.263, 3.055], [1.703, -4.668, 3.923], [1.455, -2.081, 3.221], [0.148, -1.945, 4.325], [1.823, -0.975, 2.485], [1.207, 0.237, 2.533], [2.914, -1.020, 1.619], [3.166, 0.155, 0.983], [3.654, -2.175, 1.471], [5.006, -2.165, 0.413], [-1.225, -2.417, 0.887], [-0.501, -3.316, -1.197], [-1.737, -2.695, -3.100], [1.783, -3.858, -1.310], [0.213, -0.421, -0.785], [-0.399, 3.707, -0.111], [-0.730, 2.996, -1.322], [-2.356, 2.119, 1.332], [-1.858, 3.836, 0.829], [-1.294, 4.852, 2.284], [-3.135, 4.682, -0.209], [1.918, 1.247, 1.364], [1.904, 1.453, -2.438], [2.720, 3.121, -2.153], [0.843, 1.387, -3.966], [3.173, 0.096, -2.448], [2.851, 3.058, 2.574], [4.647, 2.581, 2.778], [1.919, 3.108, 4.193], [2.651, 4.637, 1.590], [-3.275, 2.161, 1.923], [-1.596, 1.629, 1.948], [-2.560, 1.485, 0.467], [-2.117, 5.479, 2.636], [-0.474, 5.521, 2.021], [-0.983, 4.223, 3.118], [-3.920, 5.084, 0.437], [-3.595, 3.986, -0.911], [-2.710, 5.512, -0.775], [2.008, 3.923, -1.947], [3.264, 3.394, -3.063], [3.443, 3.065, -1.338], [-0.031, 2.035, -3.898], [0.506, 0.364, -4.146], [1.434, 1.707, -4.830], [3.631, -0.053, -1.470], [3.962, 0.358, -3.160], [2.739, -0.856, -2.766], [4.756, 1.531, 3.053], [5.118, 3.186, 3.557], [5.195, 2.737, 1.847], [0.876, 3.386, 4.040], [2.368, 3.839, 4.871], [1.935, 2.133, 4.683], [2.999, 4.515, 0.563], [3.228, 5.452, 2.037], [1.607, 4.950, 1.561]], "nbo_charge": [-0.0361, 0.0643, -0.0772, -0.0802, 0.0611, -0.1101, 0.0597, 0.2782, -0.8533, 0.2069, -0.8438, -0.0831, 0.0583, -0.4293, 1.0123, -0.5158, -0.5109, 0.3075, -0.6389, -0.3913, -1.1754, 1.8655, -1.1505, -1.1485, 1.3802, 1.5835, -1.1562, -1.1575, -1.1718, 1.2116, -1.1019, -1.1021, -1.1091, 0.2585, 0.2512, 0.2595, 0.2528, 0.2493, 0.2431, 0.2458, 0.2573, 0.2548, 0.2518, 0.2528, 0.2389, 0.2540, 0.2561, 0.2472, 0.2676, 0.2482, 0.2594, 0.2507, 0.2444, 0.2471, 0.2370, 0.2444, 0.2548, 0.2433, 0.2446, 0.2400], "e_above_lowest_kj_mol": 161.8, "lumo_ev": [-2.54, -2.55], "homo_energy_ev": [-8.16, -8.16], "gap_ha": [0.2065, 0.2061], "total_energy_ha": -13828.4241, "total_charge": 0}



{"formula": "C15H27IN2O5PPdS", "method": "the ωB97M-V functional and the def2-TZVPD basis", "elements": ["Pd", "O", "S", "O", "O", "O", "C", "C", "C", "P", "C", "C", "C", "C", "C", "C", "H", "H", "H", "H", "H", "H", "H", "H", "H", "H", "H", "H", "H", "H", "H", "H", "H", "H", "H", "H", "H", "N", "C", "O", "C", "C", "C", "C", "N", "C", "H", "H", "H", "H", "H", "H", "I"], "positions_angstrom": [[-0.168, -0.160, -0.030], [3.588, -0.446, 0.990], [2.278, 0.094, 1.347], [2.325, 0.853, 2.583], [1.712, 0.930, 0.209], [1.263, -1.035, 1.443], [-0.694, 0.314, 4.031], [-1.283, 1.444, 3.182], [-0.346, 2.655, 3.139], [-1.728, 0.855, 1.489], [-2.562, 2.297, 0.668], [-3.460, 3.158, 1.554], [-1.551, 3.151, -0.109], [-3.107, -0.360, 1.772], [-3.970, -0.123, 3.012], [-2.578, -1.798, 1.747], [-0.437, 0.708, 5.018], [0.213, -0.079, 3.583], [-1.402, -0.502, 4.174], [-2.231, 1.758, 3.637], [0.580, 2.406, 2.628], [-0.088, 2.941, 4.162], [-0.812, 3.517, 2.664], [-3.182, 1.798, -0.083], [-2.905, 3.634, 2.363], [-4.278, 2.584, 1.992], [-3.902, 3.955, 0.950], [-0.895, 3.719, 0.549], [-2.091, 3.859, -0.744], [-0.927, 2.529, -0.751], [-3.723, -0.231, 0.876], [-3.401, -0.275, 3.931], [-4.794, -0.840, 3.016], [-4.399, 0.879, 3.045], [-1.887, -1.996, 2.565], [-2.061, -2.010, 0.809], [-3.415, -2.497, 1.830], [4.978, -2.408, -0.347], [4.682, -2.692, -1.629], [5.395, -3.361, -2.365], [3.388, -2.115, -2.128], [3.274, -1.797, -3.470], [2.106, -1.206, -3.916], [1.093, -0.964, -3.002], [1.178, -1.297, -1.713], [2.312, -1.859, -1.290], [5.877, -2.722, -0.022], [4.518, -1.632, 0.141], [4.105, -2.008, -4.130], [1.975, -0.923, -4.952], [0.163, -0.502, -3.307], [2.340, -2.111, -0.238], [-2.203, -0.328, -1.889]], "mulliken_spin": [1.2891, 0.0196, -0.0459, 0.0174, 0.1675, 0.1501, 0.0081, 0.0267, 0.0083, 0.0724, 0.0251, 0.0039, 0.0033, 0.0336, 0.0046, 0.0073, -0.0006, -0.0023, 0.0011, 0.0057, -0.0040, -0.0001, 0.0005, -0.0011, 0.0004, -0.0006, 0.0003, 0.0001, 0.0007, -0.0079, 0.0020, 0.0003, 0.0008, -0.0007, -0.0025, -0.0090, 0.0003, 0.0000, -0.0003, 0.0003, 0.0043, -0.0002, 0.0005, 0.0021, 0.0595, -0.0043, 0.0000, -0.0005, 0.0002, 0.0000, -0.0010, -0.0003, 0.1653], "multiplicity": 3, "e_above_lowest_kj_mol": 8.8, "lumo_ev": [2.51, 1.69], "homo_energy_ev": [-4.64, -5.78], "gap_ha": [0.2625, 0.2748], "total_energy_ha": -2238.7909, "total_charge": -1}



Number 1: maximum force 0.05849 hartree/bohr. Number 2: maximum force 0.05046 hartree/bohr. Number 3: maximum force 0.02973 hartree/bohr. Number 4: maximum force 0.01188 hartree/bohr.